C17H26N2O3S | wB97M-V/def2-TZVPD

SMILES string   CC(C)CC(=O)Nc1cccc(S(=O)(=O)N2CCCCCC2)c1
Total energy   -1396.82187 Ha
Multiplicity   1
Energy relative to the best compared isomer or geometry (same formula, charge and spin)   24.4 kcal/mol

Structure (XYZ):
```
49
Properties=species:S:1:pos:R:3:forces:R:3
S 0.558 -2.264 2.053 -0.068 0.198 0.030
O 1.955 -2.204 1.714 -0.147 0.222 -0.069
O 0.007 -3.536 2.419 -0.255 0.072 0.079
O -1.371 0.397 -4.090 -0.301 0.084 -0.078
N 0.167 -1.165 3.246 0.254 -0.711 -0.770
N 0.252 -0.433 -2.723 0.407 -0.092 0.067
C -1.825 -0.558 -1.422 0.005 0.081 -0.234
C -1.238 -0.947 5.237 0.191 0.039 0.120
C -2.459 -0.897 -0.239 0.170 -0.136 0.241
C 0.673 2.690 -5.307 -0.176 -0.217 -0.090
C 0.272 -1.264 -0.485 0.074 0.011 -0.095
C -0.059 -1.669 4.583 -0.394 -0.467 0.291
C 1.482 1.218 -7.174 -0.223 -0.032 0.171
C -0.380 -1.591 0.683 0.322 -0.102 0.289
C 0.160 1.249 3.788 0.235 -0.152 0.082
C -0.450 -0.743 -1.559 -0.379 -0.115 0.391
C 0.877 0.082 3.109 0.105 0.580 -0.253
C 0.551 1.320 -5.969 0.180 -0.013 0.077
C -0.864 0.343 5.974 0.043 -0.013 -0.048
C 0.867 0.214 -4.956 -0.380 0.219 -0.377
C -1.742 -1.419 0.825 -0.217 -0.004 0.003
C -0.218 0.089 -3.900 0.562 -0.125 0.047
C 0.236 1.181 5.314 -0.225 0.077 -0.013
H 1.836 0.401 -4.489 0.067 -0.047 0.007
H 0.174 2.193 5.721 0.098 -0.031 0.035
H 1.899 -0.006 3.507 -0.060 0.026 -0.074
H 0.954 0.269 2.035 0.113 0.195 0.077
H 1.689 2.855 -4.951 0.142 0.041 0.038
H 1.255 2.001 -7.893 0.024 0.079 -0.108
H -2.213 -1.699 1.753 -0.160 0.015 0.111
H 2.520 1.330 -6.865 0.160 0.015 -0.005
H -0.878 1.279 3.458 -0.082 0.083 -0.107
H 1.215 0.787 5.592 0.077 0.049 0.040
H -1.720 -1.621 5.946 -0.059 -0.027 -0.035
H -1.961 -0.729 4.449 -0.059 -0.076 -0.004
H 1.371 0.257 -7.670 0.038 -0.103 -0.091
H -0.533 0.096 6.985 -0.077 0.032 0.053
H 0.845 -1.587 5.200 0.029 -0.040 -0.044
H -1.768 0.950 6.071 0.001 0.016 0.090
H 1.237 -0.656 -2.681 -0.177 0.111 -0.153
H -0.483 1.183 -6.299 0.075 -0.025 0.043
H 0.427 3.476 -6.017 -0.013 0.133 -0.035
H 1.339 -1.425 -0.540 0.158 0.024 -0.072
H -0.010 2.765 -4.465 -0.058 0.095 0.108
H 0.646 2.167 3.450 -0.033 -0.009 -0.051
H -2.387 -0.153 -2.248 0.002 0.007 0.008
H 0.919 -0.749 -5.473 0.056 -0.050 0.045
H -3.525 -0.752 -0.153 -0.088 0.007 0.012
H -0.295 -2.727 4.455 0.041 0.077 0.251
```
Forces are in eV/Å.

Atom charges from the Mulliken analysis, given in e for atoms 1 to 2: S 1.445; O -0.733